(1)
Formula: C44H54AgN3OP2S3
Source: OMol25
Level of theory: wB97M-V/def2-TZVPD

As for the gap between HOMO and LUMO: 6.95 eV. For the HOMO energy, the calculation gives -6.62 eV. The value obtained for the electronic energy is -108103.2409 eV. The calculation puts the max |F| at 1.3 eV/Å. The charge is 0. The energy relative to the best compared isomer or geometry (same formula, charge and spin) is 56.82 kJ/mol.

Cartesian coordinates (Å):
Ag (-0.652, -0.151, 1.185)
C (1.704, -0.530, -2.332)
N (0.895, 0.403, -3.115)
C (0.127, 1.443, -2.476)
P (-1.081, 0.799, -1.190)
C (-1.720, -0.631, -2.145)
C (-2.445, -0.477, -3.325)
C (-2.859, -1.587, -4.044)
C (-2.563, -2.865, -3.592)
C (-1.843, -3.029, -2.418)
C (-1.421, -1.918, -1.704)
C (-2.434, 2.014, -1.355)
C (-2.147, 3.376, -1.458)
C (-3.169, 4.313, -1.420)
C (-4.486, 3.904, -1.270)
C (-4.778, 2.552, -1.147)
C (-3.759, 1.613, -1.176)
C (0.933, 0.309, -4.495)
C (0.437, 1.312, -5.348)
C (0.486, 1.179, -6.725)
C (1.036, 0.054, -7.319)
C (1.543, -0.939, -6.494)
C (1.497, -0.820, -5.115)
P (1.713, -0.471, -0.357)
C (2.311, 1.280, -0.271)
C (3.267, 1.780, -1.158)
C (3.609, 3.123, -1.159)
C (3.001, 4.000, -0.270)
C (2.059, 3.518, 0.625)
C (1.724, 2.170, 0.625)
C (3.304, -1.405, -0.347)
C (4.512, -0.870, 0.099)
C (5.668, -1.637, 0.124)
C (5.639, -2.962, -0.285)
C (4.443, -3.510, -0.721)
C (3.290, -2.740, -0.749)
H (2.730, -0.522, -2.717)
H (1.328, -1.551, -2.499)
H (-0.514, 1.929, -3.206)
H (0.762, 2.207, -2.021)
H (-2.686, 0.515, -3.690)
H (-3.411, -1.458, -4.966)
H (-2.875, -3.732, -4.161)
H (-1.609, -4.025, -2.060)
H (-0.818, -2.034, -0.813)
H (-1.117, 3.705, -1.550)
H (-2.937, 5.367, -1.506)
H (-5.280, 4.639, -1.232)
H (-5.805, 2.229, -1.029)
H (-3.981, 0.560, -1.047)
H (0.022, 2.228, -4.952)
H (0.097, 1.979, -7.342)
H (1.075, -0.043, -8.396)
H (1.984, -1.827, -6.930)
H (1.899, -1.624, -4.517)
H (3.740, 1.117, -1.870)
H (4.348, 3.488, -1.862)
H (3.268, 5.049, -0.272)
H (1.585, 4.196, 1.325)
H (1.000, 1.795, 1.338)
H (4.552, 0.150, 0.448)
H (6.595, -1.197, 0.471)
H (6.538, -3.563, -0.256)
H (4.410, -4.544, -1.044)
H (2.355, -3.182, -1.081)
C (-2.656, 2.900, 5.669)
C (-1.188, 2.507, 5.546)
S (-0.719, 1.367, 4.202)
C (-1.847, -0.035, 4.447)
C (-3.224, 0.024, 3.772)
S (-3.338, 0.618, 2.048)
C (-3.214, 2.434, 2.194)
C (-4.143, 3.091, 3.216)
S (-3.279, 4.118, 4.456)
H (-2.795, 3.384, 6.636)
H (-3.315, 2.037, 5.643)
H (-0.862, 2.039, 6.478)
H (-0.580, 3.395, 5.377)
H (-1.968, -0.178, 5.524)
H (-1.293, -0.883, 4.050)
H (-3.934, 0.608, 4.352)
H (-3.626, -0.989, 3.711)
H (-3.442, 2.779, 1.182)
H (-2.183, 2.678, 2.409)
H (-4.767, 2.377, 3.751)
H (-4.812, 3.797, 2.727)
C (-1.810, -5.685, 1.800)
N (-0.879, -4.582, 1.635)
C (0.531, -4.874, 1.410)
C (-1.288, -3.339, 1.692)
N (-1.582, -2.220, 1.738)
H (-1.513, -6.310, 2.645)
H (-1.831, -6.306, 0.902)
H (-2.809, -5.296, 1.981)
H (0.933, -5.458, 2.240)
H (1.087, -3.941, 1.330)
H (0.660, -5.443, 0.486)
C (3.087, -2.071, 3.069)
C (2.189, -0.831, 2.987)
C (2.969, 0.429, 3.357)
O (1.542, -0.714, 1.738)
H (3.327, -2.288, 4.113)
H (4.016, -1.925, 2.520)
H (2.575, -2.936, 2.641)
H (1.402, -0.960, 3.749)
H (3.752, 0.612, 2.620)
H (3.434, 0.328, 4.341)
H (2.298, 1.289, 3.370)

(2)
Formula: C6H12O
Source: OMol25
Level of theory: wB97M-V/def2-TZVPD

As for the gap between HOMO and LUMO: 8.17 eV. For the HOMO energy, the calculation gives -7.53 eV. The value obtained for the electronic energy is -8458.9247 eV. The calculation puts the max |F| at 0.4 eV/Å. The charge is 0. The energy relative to the best compared isomer or geometry (same formula, charge and spin) is 523.84 kJ/mol.

Cartesian coordinates (Å):
C (-2.194, -0.244, 0.676)
C (-1.153, 0.756, 0.179)
C (-0.336, 0.235, -0.988)
C (0.967, 0.888, -1.381)
C (0.942, -0.554, -0.998)
C (1.382, -0.236, 1.664)
O (1.671, -1.006, 0.154)
H (-2.897, -0.523, -0.120)
H (-2.776, 0.182, 1.500)
H (-1.719, -1.161, 1.042)
H (-0.475, 1.038, 0.989)
H (-1.662, 1.661, -0.178)
H (-0.962, -0.073, -1.827)
H (1.170, 1.169, -2.410)
H (1.376, 1.543, -0.614)
H (1.032, -1.313, -1.773)
H (2.353, -0.568, 2.086)
H (0.686, -1.025, 2.012)
H (2.595, -0.769, -0.014)

(3)
Formula: C4H14N3O
Source: OMol25
Level of theory: wB97M-V/def2-TZVPD

As for the gap between HOMO and LUMO: 9.36 eV. For the HOMO energy, the calculation gives -12.05 eV. The value obtained for the electronic energy is -10886.1357 eV. The calculation puts the max |F| at 1.4 eV/Å. The charge is +1. The energy relative to the best compared isomer or geometry (same formula, charge and spin) is 195.42 kJ/mol.

Cartesian coordinates (Å):
C (1.522, 1.649, 0.827)
C (1.053, 1.594, -0.421)
N (0.820, 0.354, -1.140)
N (1.598, 2.854, 1.523)
H (1.903, 0.796, 1.371)
H (0.564, 2.444, -0.878)
H (1.204, 0.361, -2.084)
H (1.195, -0.431, -0.608)
H (-0.356, 0.023, -1.267)
H (1.051, 3.568, 1.066)
H (1.306, 2.824, 2.492)
C (-0.994, -2.407, 0.085)
O (0.087, -1.875, 0.861)
C (-2.025, -1.339, -0.193)
N (-1.690, -0.403, -1.345)
H (-0.617, -2.877, -0.828)
H (-1.490, -3.142, 0.719)
H (0.648, -2.611, 1.120)
H (-2.989, -1.779, -0.438)
H (-2.115, -0.689, 0.678)
H (-2.336, 0.378, -1.374)
H (-1.782, -0.973, -2.180)

(4)
Formula: C6H13HgO5
Source: OMol25
Level of theory: wB97M-V/def2-TZVPD

As for the gap between HOMO and LUMO (spin up / spin down): 7.65 / 9.52 eV. For the HOMO energy (spin up / spin down), the calculation gives -7.22 / -9.41 eV. The value obtained for the electronic energy is -20838.0452 eV. Its expectation value of S² is 0.756. Its spin multiplicity is 2. The calculation puts the max |F| at 5.7 eV/Å. The charge is 0. The energy relative to the best compared isomer or geometry (same formula, charge and spin) is 85.79 kJ/mol.

Cartesian coordinates (Å):
O (-1.209, 1.162, 1.518)
C (-0.469, 1.575, 0.462)
C (0.867, 0.921, 0.236)
O (1.283, 0.297, 1.464)
C (2.165, -0.824, 1.391)
C (1.972, -1.610, 2.689)
O (0.624, -1.834, 2.952)
Hg (-0.424, -0.384, 2.330)
H (-0.408, 2.674, 0.427)
H (1.628, 1.635, -0.111)
H (0.788, 0.117, -0.522)
H (3.204, -0.484, 1.259)
H (1.879, -1.445, 0.524)
H (2.459, -1.043, 3.509)
H (2.538, -2.556, 2.584)
H (-1.651, 0.823, -0.556)
O (-2.464, -1.156, -1.243)
C (-0.946, 0.548, -3.072)
O (-2.311, 0.627, -2.707)
C (-2.583, 0.218, -1.413)
H (-0.847, 1.008, -4.061)
H (-0.331, 1.099, -2.341)
H (-0.593, -0.495, -3.122)
H (-3.614, 0.510, -1.186)
H (-1.558, -1.383, -1.009)

(5)
Formula: C15H47BFeN16O11S
Source: OMol25
Level of theory: wB97M-V/def2-TZVPD

As for the gap between HOMO and LUMO (spin up / spin down): 2.13 / 6.12 eV. For the HOMO energy (spin up / spin down), the calculation gives -6.36 / -14.08 eV. The value obtained for the electronic energy is -108559.9922 eV. Its expectation value of S² is 20.015. Its spin multiplicity is 9. The calculation puts the max |F| at 6.5 eV/Å. The charge is +2. The energy relative to the best compared isomer or geometry (same formula, charge and spin) is 595.86 kJ/mol.

Cartesian coordinates (Å):
C (-2.360, 2.265, -2.209)
C (-3.239, 1.613, -3.358)
N (-2.491, 1.110, -4.455)
C (-2.052, 1.787, -5.559)
C (-1.405, 0.924, -6.371)
N (-1.472, -0.352, -5.831)
C (-2.213, -0.220, -4.668)
C (-0.926, -1.524, -6.476)
H (-1.945, 3.203, -2.579)
H (-1.483, 1.686, -1.920)
H (-3.003, 2.600, -1.395)
H (-3.695, 2.483, -3.832)
H (-3.983, 0.898, -3.006)
H (-2.052, 2.867, -5.593)
H (-0.799, 1.110, -7.246)
H (-2.576, -1.068, -4.107)
H (0.129, -1.399, -6.718)
H (-1.481, -1.704, -7.396)
H (-1.062, -2.396, -5.836)
Fe (0.698, 1.643, 2.678)
B (0.760, 0.664, 0.738)
H (0.451, -0.003, 1.528)
H (0.500, 0.262, -0.229)
H (0.200, 1.585, 0.772)
H (1.834, 0.726, 0.822)
C (2.762, -0.420, 3.435)
O (2.454, 0.731, 3.461)
N (3.293, -1.055, 4.403)
N (2.650, -1.198, 2.385)
H (3.547, -2.028, 4.306)
H (3.470, -0.556, 5.263)
H (2.748, -2.199, 2.472)
H (2.344, -0.800, 1.508)
C (4.327, -1.190, -0.673)
O (4.725, -0.970, 0.461)
N (5.019, -1.989, -1.442)
N (3.136, -0.892, -1.121)
H (4.525, -2.425, -2.208)
H (5.855, -2.419, -1.074)
H (2.977, -1.024, -2.110)
H (2.590, -0.360, -0.459)
C (-1.943, 3.255, 2.213)
O (-0.859, 2.973, 2.663)
N (-2.977, 3.501, 2.939)
N (-2.187, 3.460, 0.967)
H (-2.892, 3.383, 3.939)
H (-3.866, 3.602, 2.471)
H (-3.093, 3.831, 0.718)
H (-1.360, 3.689, 0.434)
C (-2.654, -1.025, 0.348)
O (-2.792, -0.416, 1.432)
N (-3.675, -1.496, -0.388)
N (-1.549, -1.361, -0.239)
H (-4.572, -1.565, 0.070)
H (-3.612, -2.098, -1.196)
H (-0.739, -0.867, 0.110)
H (-1.551, -1.812, -1.142)
C (2.940, 3.487, 1.307)
O (1.949, 3.064, 1.885)
N (3.707, 4.576, 1.509)
N (3.319, 2.827, 0.281)
H (4.536, 4.682, 0.943)
H (3.519, 5.083, 2.362)
H (4.165, 2.927, -0.262)
H (2.650, 2.086, 0.130)
C (1.167, 1.116, -3.216)
O (1.576, 1.163, -4.327)
N (0.632, 0.030, -2.720)
N (0.929, 2.107, -2.430)
H (0.612, -0.702, -3.415)
H (0.146, 0.080, -1.836)
H (0.986, 3.005, -2.888)
H (0.869, 1.997, -1.427)
C (-0.952, -0.621, 4.463)
O (-0.352, 0.282, 3.894)
N (-2.035, -1.222, 4.064)
N (-0.604, -1.056, 5.618)
H (-2.194, -2.175, 4.361)
H (-2.535, -1.025, 3.209)
H (-1.286, -1.554, 6.173)
H (0.206, -0.612, 6.027)
C (0.352, -4.196, 2.957)
C (0.137, -3.578, 1.593)
O (-0.901, -4.425, 1.055)
S (-2.012, -4.900, 2.166)
O (-2.177, -6.354, 2.246)
O (-3.176, -3.997, 2.135)
O (-0.998, -4.429, 3.390)
H (0.829, -3.457, 3.601)
H (0.963, -5.099, 2.941)
H (0.891, -3.543, 0.807)
H (-0.295, -2.584, 1.707)